No. 1
{"formula": "C30H74N8O11S3", "method": "ωB97M-V/def2-TZVPD", "symbols": ["C", "C", "O", "N", "C", "H", "H", "H", "H", "H", "H", "H", "C", "C", "O", "N", "C", "H", "H", "H", "H", "H", "H", "H", "C", "C", "O", "N", "C", "H", "H", "H", "H", "H", "H", "H", "C", "C", "O", "N", "C", "H", "H", "H", "H", "H", "H", "H", "C", "C", "O", "N", "C", "H", "H", "H", "H", "H", "H", "H", "C", "C", "O", "N", "C", "H", "H", "H", "H", "H", "H", "H", "C", "C", "O", "N", "C", "H", "H", "H", "H", "H", "H", "H", "C", "C", "O", "N", "C", "H", "H", "H", "H", "H", "H", "H", "C", "S", "O", "C", "H", "H", "H", "H", "H", "H", "C", "S", "O", "C", "H", "H", "H", "H", "H", "H", "C", "S", "O", "C", "H", "H", "H", "H", "H", "H"], "coordinates": [[18.992, -18.295, -11.587], [18.753, -16.864, -12.057], [17.676, -16.540, -12.556], [19.725, -15.958, -11.819], [19.426, -14.513, -11.913], [18.366, -18.969, -12.076], [18.745, -18.318, -10.504], [20.037, -18.572, -11.684], [20.412, -16.199, -11.134], [18.367, -14.445, -12.143], [20.016, -14.106, -12.697], [19.503, -14.077, -10.950], [19.946, -10.603, -13.218], [18.687, -11.273, -12.869], [18.362, -11.305, -11.663], [17.904, -11.763, -13.870], [16.642, -12.465, -13.678], [19.774, -10.068, -14.151], [20.721, -11.376, -13.373], [20.219, -9.876, -12.452], [18.140, -11.484, -14.820], [15.747, -11.839, -13.642], [16.695, -12.825, -12.628], [16.562, -13.262, -14.466], [21.517, -18.059, -8.255], [20.811, -16.680, -8.453], [21.415, -15.753, -9.039], [19.600, -16.510, -7.823], [19.042, -15.181, -7.771], [21.953, -18.490, -9.104], [20.835, -18.804, -7.751], [22.313, -17.809, -7.498], [19.081, -17.261, -7.359], [18.538, -14.963, -8.704], [19.837, -14.452, -7.635], [18.249, -15.126, -7.007], [16.213, -8.995, -8.050], [16.586, -10.476, -7.732], [15.914, -11.121, -6.913], [17.661, -11.013, -8.357], [18.095, -12.403, -8.339], [15.317, -8.843, -8.715], [17.083, -8.528, -8.622], [16.108, -8.550, -7.061], [18.061, -10.483, -9.084], [17.750, -12.801, -7.343], [19.163, -12.412, -8.487], [17.515, -12.962, -9.036], [15.212, -14.986, -8.353], [14.995, -14.126, -9.565], [14.615, -14.596, -10.614], [15.095, -12.780, -9.212], [14.995, -11.788, -10.307], [15.369, -15.964, -8.791], [14.330, -15.085, -7.784], [16.045, -14.681, -7.742], [15.316, -12.546, -8.252], [15.969, -11.547, -10.788], [14.558, -10.833, -9.979], [14.387, -12.233, -11.129], [12.777, -13.991, -14.221], [12.066, -12.680, -14.417], [12.518, -11.602, -14.015], [10.770, -12.896, -14.816], [9.918, -11.745, -15.071], [13.847, -13.771, -14.184], [12.547, -14.761, -14.924], [12.410, -14.342, -13.285], [10.563, -13.772, -15.281], [9.078, -12.080, -15.693], [10.503, -11.007, -15.599], [9.503, -11.217, -14.193], [14.871, -10.023, -16.696], [15.931, -9.546, -15.760], [17.141, -9.785, -15.982], [15.556, -8.933, -14.605], [14.305, -8.494, -14.229], [13.883, -9.674, -16.578], [14.820, -11.118, -16.522], [15.213, -9.929, -17.723], [16.328, -8.680, -14.041], [13.576, -9.336, -14.186], [13.927, -7.764, -14.929], [14.239, -8.059, -13.203], [13.522, -18.286, -9.698], [14.268, -18.618, -8.398], [15.172, -19.434, -8.328], [13.813, -17.963, -7.313], [14.481, -18.145, -6.019], [12.475, -18.514, -9.512], [13.870, -18.777, -10.563], [13.639, -17.192, -9.920], [13.144, -17.207, -7.467], [14.320, -17.250, -5.499], [15.542, -18.225, -6.201], [13.971, -18.955, -5.521], [10.567, -13.828, -9.852], [11.533, -15.316, -9.693], [12.026, -15.263, -8.285], [10.105, -16.412, -9.482], [9.648, -13.948, -9.292], [10.478, -13.609, -10.932], [11.171, -12.946, -9.503], [10.557, -17.268, -8.939], [9.671, -16.761, -10.474], [9.362, -15.974, -8.850], [16.253, -17.865, -14.941], [14.963, -16.708, -14.272], [13.634, -17.018, -14.961], [14.827, -17.306, -12.561], [16.183, -18.853, -14.471], [17.171, -17.414, -14.787], [16.027, -17.998, -16.013], [14.152, -18.164, -12.481], [14.484, -16.372, -12.137], [15.844, -17.502, -12.207], [16.669, -13.471, -4.241], [15.888, -15.050, -4.673], [16.932, -15.883, -5.280], [15.683, -15.701, -2.974], [17.620, -13.712, -3.712], [16.074, -12.873, -3.561], [16.896, -12.892, -5.123], [14.938, -15.057, -2.436], [16.607, -15.643, -2.394], [15.353, -16.713, -2.955]], "e_homo_ev": -8.11, "orbital_gap_ev": 8.53, "total_energy_ev": -99259.67939, "multiplicity": 1}



No. 2
{"formula": "C4H33NO14", "method": "ωB97M-V/def2-TZVPD", "symbols": ["C", "N", "C", "O", "O", "C", "C", "H", "H", "H", "H", "H", "H", "H", "H", "H", "H", "H", "O", "H", "H", "O", "H", "H", "O", "H", "H", "O", "H", "H", "O", "H", "H", "O", "H", "H", "O", "H", "H", "O", "H", "H", "O", "H", "H", "O", "H", "H", "O", "H", "H", "O"], "coordinates": [[-0.553, 1.257, 0.048], [0.735, 0.830, 0.604], [1.864, 1.590, 0.546], [1.863, 2.674, -0.214], [2.883, 1.279, 1.199], [-1.519, 1.777, 1.131], [-2.021, 0.687, 2.044], [-0.383, 2.112, -0.698], [-1.012, 0.417, -0.505], [0.692, 0.082, 1.386], [1.460, 2.572, -1.143], [-2.391, 2.263, 0.667], [-1.056, 2.603, 1.753], [-1.238, 0.381, 2.713], [-2.796, 1.020, 2.670], [-2.409, -0.189, 1.582], [-1.391, -3.652, -0.114], [-0.083, -2.737, -0.073], [-1.115, -2.738, -0.010], [0.018, 1.719, -2.734], [1.149, 2.437, -3.383], [0.983, 1.940, -2.625], [3.013, -0.406, 1.386], [3.920, -1.654, 1.641], [2.963, -1.381, 1.519], [1.531, 3.920, 3.437], [0.889, 2.881, 2.496], [0.690, 3.470, 3.229], [-3.329, -0.226, -1.578], [-3.478, 0.692, -0.295], [-3.538, 0.685, -1.288], [0.678, -1.861, -4.393], [1.096, -1.600, -2.917], [0.565, -2.201, -3.520], [0.996, -0.651, 3.883], [1.601, -1.388, 2.610], [0.777, -0.981, 3.003], [2.039, -2.333, 0.442], [1.885, -2.563, -1.070], [1.551, -2.847, -0.215], [-0.976, -1.818, -2.766], [-1.536, -1.859, -1.443], [-1.712, -1.508, -2.313], [-2.266, 1.420, -2.440], [-1.476, 0.142, -2.793], [-1.469, 1.100, -2.952], [-1.446, -2.527, 1.694], [-0.718, -1.916, 2.801], [-1.466, -2.391, 2.620], [1.851, -0.419, -1.108], [1.682, 0.378, -2.445], [2.002, -0.481, -2.069]], "e_homo_ev": -10.19, "orbital_gap_ev": 10.30, "total_energy_ev": -34841.31456, "multiplicity": 1}



No. 3
{"formula": "C19H27ClHfN2", "method": "ωB97M-V/def2-TZVPD", "symbols": ["C", "C", "C", "C", "Cl", "H", "H", "H", "H", "H", "H", "H", "H", "H", "C", "C", "C", "H", "C", "C", "H", "H", "H", "H", "C", "C", "C", "H", "C", "C", "H", "H", "H", "H", "Hf", "C", "C", "C", "C", "N", "N", "C", "H", "H", "H", "H", "H", "H", "H", "H"], "coordinates": [[-2.071, -3.487, -5.071], [-3.106, -4.070, -4.180], [-2.271, -2.150, -5.685], [-0.722, -4.116, -5.112], [-0.752, -2.175, -1.464], [-2.677, -2.203, -6.712], [-1.332, -1.575, -5.764], [-2.973, -1.509, -5.127], [-3.792, -4.788, -4.664], [-3.790, -3.324, -3.743], [-2.697, -4.629, -3.319], [-0.601, -4.852, -5.931], [-0.443, -4.653, -4.186], [0.092, -3.384, -5.260], [-1.704, 1.228, 1.292], [-1.204, 1.649, -0.006], [-1.724, 0.735, -0.980], [-0.711, 2.600, -0.226], [-2.522, -0.238, -0.266], [-2.519, 0.063, 1.133], [-3.162, -0.418, 1.896], [-1.624, 1.804, 2.205], [-1.587, 0.771, -2.067], [-3.061, -1.068, -0.711], [2.492, -0.608, -0.557], [2.221, 0.797, -0.322], [1.354, 1.254, -1.351], [2.804, 1.479, 0.310], [1.109, 0.181, -2.262], [1.794, -0.995, -1.746], [1.798, -2.003, -2.184], [3.186, -1.218, 0.054], [1.147, 2.312, -1.519], [0.598, 0.254, -3.240], [0.106, -0.502, -0.195], [-0.624, -0.034, 5.543], [0.227, -0.109, 4.325], [1.592, 0.142, 4.243], [1.970, -0.168, 2.920], [0.844, -0.482, 2.168], [-0.169, -0.483, 3.093], [3.375, -0.237, 2.460], [-0.544, -0.934, 6.192], [-0.287, 0.834, 6.155], [-1.693, 0.092, 5.299], [2.225, 0.441, 5.085], [-1.102, -0.879, 2.910], [4.078, 0.296, 3.118], [3.701, -1.286, 2.460], [3.523, 0.150, 1.450]], "e_homo_ev": -14.01, "orbital_gap_ev": 5.73, "total_energy_ev": -36935.70217, "charge": 2, "multiplicity": 1}



Energy above the lowest of the compared OMol25 structures with the same formula, charge and spin
In order: 0.0, 110.5, 0.0
Unit: kJ/mol